A structure of composition C3H6N2O at a distorted geometry, computed with ωB97M-V/def2-TZVPD.

LUMO: 0.3 eV

Structure (ORCA input):
```
! RIJCOSX wB97M-V def2-TZVPD def2/J DEFGRID3
* xyz 0 1
N -1.167 -0.777 -0.006
C -0.670 0.611 0.024
C 0.877 0.636 0.183
O 1.260 0.184 1.445
C 1.287 -0.392 -0.833
N 0.816 -1.382 -1.233
H -2.009 -0.742 -0.569
H -0.443 -1.614 -0.765
H -0.955 1.237 -0.841
H -0.981 1.181 0.926
H 1.305 1.629 0.030
H 0.679 -0.571 1.638
*
```

The molecule C3H6N2O, computed with ωB97M-V/def2-TZVPD.

LUMO: 0.2 eV

Structure (ORCA input):
```
! RIJCOSX wB97M-V def2-TZVPD def2/J DEFGRID3
* xyz 0 1
C 0.537 -0.025 -0.635
N 0.515 0.732 -1.815
N -0.601 0.398 1.841
C -0.287 -1.116 -0.170
C -0.737 0.078 0.463
O 1.578 -0.546 -0.041
H 0.990 0.248 -2.568
H 0.936 1.642 -1.669
H 0.155 -0.131 2.259
H -1.457 0.267 2.364
H -0.111 -2.163 0.033
H -1.519 0.617 -0.062
*
```

A structure of composition C3H6N2O at a distorted geometry, computed with ωB97M-V/def2-TZVPD.

LUMO: 0.3 eV

Structure (ORCA input):
```
! RIJCOSX wB97M-V def2-TZVPD def2/J DEFGRID3
* xyz 0 1
N 0.666 -1.052 0.507
C -0.499 -0.164 0.563
C -0.084 0.783 -0.558
O 1.693 0.894 -0.604
C -1.846 -0.788 0.355
N -2.872 -1.296 0.163
H 0.407 -1.879 -0.020
H 1.481 -0.406 -0.074
H -0.541 0.357 1.532
H -0.277 0.353 -1.550
H -0.254 1.835 -0.463
H 2.126 1.363 0.149
*
```

The molecule C3H6N2O, computed with ωB97M-V/def2-TZVPD.

LUMO (spin up / spin down): 0.1 / -0.3 eV

Structure (ORCA input):
```
! RIJCOSX wB97M-V def2-TZVPD def2/J DEFGRID3
* xyz 0 1
O 0.433 1.048 1.627
C -0.552 0.679 0.849
N -0.701 -0.669 0.882
C 0.363 -0.991 -0.081
C -0.034 -0.073 -1.218
N -0.562 1.136 -0.456
H -0.521 -1.017 1.815
H 0.500 -2.046 -0.331
H 1.130 0.259 1.144
H 0.786 0.173 -1.900
H -0.879 -0.451 -1.805
H 0.037 1.951 -0.526
*
```

The molecule C3H6N2O2 at a distorted geometry, computed with ωB97M-V/def2-TZVPD.

SMILES: C/N=C(\N)C(=O)O
LUMO: 0.4 eV

Structure (ORCA input):
```
! RIJCOSX wB97M-V def2-TZVPD def2/J DEFGRID3
* xyz 0 1
C -1.892 -0.471 -0.136
N -0.459 -0.731 -0.100
C 0.442 0.197 0.123
N 0.253 1.539 0.325
C 1.927 -0.298 -0.002
O 2.904 0.482 -0.259
O 1.930 -1.613 0.196
H -2.117 -0.219 0.930
H -2.424 -1.440 -0.295
H -2.107 0.451 -0.825
H -0.644 1.922 -0.158
H 1.196 2.073 -0.070
H 0.991 -1.894 0.270
*
```

The molecule C3H6N2O2 at a distorted geometry, computed with ωB97M-V/def2-TZVPD.

SMILES: [H]/N=C/N(C=O)OC
LUMO: 0.9 eV

Structure (ORCA input):
```
! RIJCOSX wB97M-V def2-TZVPD def2/J DEFGRID3
* xyz 0 1
H -2.109 -0.830 -2.070
N -1.224 -0.490 -1.786
C -1.199 -0.412 -0.529
N -0.042 0.095 0.142
C 0.112 0.170 1.529
O -0.735 -0.296 2.290
O 0.778 0.923 -0.575
C 1.903 0.079 -0.888
H -1.887 -0.778 0.220
H 1.162 0.572 1.855
H 2.222 -0.447 0.093
H 1.642 -0.607 -1.750
H 2.598 0.819 -1.235
*
```

A structure of composition C3H6N2O2 at a distorted geometry, computed with ωB97M-V/def2-TZVPD.

LUMO: 0.8 eV

Structure (ORCA input):
```
! RIJCOSX wB97M-V def2-TZVPD def2/J DEFGRID3
* xyz 0 1
N 0.258 -1.616 0.293
C 0.278 -0.647 1.197
O 0.468 -0.824 2.434
C 0.093 0.809 0.966
O -0.870 1.277 -0.011
C -0.730 1.014 -1.314
N 0.103 0.195 -1.825
H 0.356 -2.577 0.593
H 0.312 -1.328 -0.688
H 1.056 1.278 0.756
H 0.132 0.586 2.334
H -1.462 1.604 -1.880
H 0.007 0.180 -2.839
*
```

A cluster of 2 separate species, C3H6N2O2 in total at a distorted geometry, computed with ωB97M-V/def2-TZVPD.

SMILES: NN=C=O.C=CO
LUMO: 0.4 eV

Structure (ORCA input):
```
! RIJCOSX wB97M-V def2-TZVPD def2/J DEFGRID3
* xyz 0 1
N 1.243 -1.485 0.794
N 0.175 -2.291 0.531
C -0.664 -2.526 -0.274
O -1.388 -2.905 -1.090
H 1.800 -1.338 -0.162
H 1.935 -1.963 1.528
C -0.338 1.190 -1.119
C -1.307 1.104 -0.229
O -1.193 0.516 0.945
H 0.566 0.770 -0.835
H -0.277 1.691 -2.157
H -2.361 1.343 -0.345
H -0.306 0.096 0.871
*
```

The molecule C3H6N2O2, computed with ωB97M-V/def2-TZVPD.

SMILES: [H]/N=C(\N)OCC=O
LUMO: 0.7 eV

Structure (ORCA input):
```
! RIJCOSX wB97M-V def2-TZVPD def2/J DEFGRID3
* xyz 0 1
H -1.207 2.010 0.433
N -0.482 1.287 0.428
C -0.966 0.160 0.073
N -2.265 -0.158 -0.260
O -0.201 -0.949 0.044
C 1.131 -0.761 0.517
C 1.963 0.090 -0.420
O 3.103 0.388 -0.175
H -2.376 -1.010 -0.812
H -2.818 0.605 -0.612
H 1.137 -0.292 1.515
H 1.532 -1.773 0.608
H 1.448 0.404 -1.339
*
```

The molecule C3H6N2O2 at a distorted geometry, computed with ωB97M-V/def2-TZVPD.

SMILES: NC(=O)CNC=O
LUMO: 0.6 eV

Structure (ORCA input):
```
! RIJCOSX wB97M-V def2-TZVPD def2/J DEFGRID3
* xyz 0 1
N 0.819 1.920 -0.957
C 0.660 1.140 0.147
O 0.515 1.606 1.250
C 0.536 -0.392 -0.047
N -0.553 -0.827 0.779
C -1.433 -1.751 0.308
O -2.506 -2.027 0.774
H 1.476 1.789 -1.693
H 0.451 2.861 -0.853
H 1.474 -0.908 0.200
H 0.252 -0.564 -1.082
H -0.624 -0.557 1.745
H -1.066 -2.287 -0.571
*
```

The molecule C3H6N2O2 at a distorted geometry, computed with ωB97M-V/def2-TZVPD.

SMILES: C/N=C1\NOCO1
LUMO: 0.8 eV

Structure (ORCA input):
```
! RIJCOSX wB97M-V def2-TZVPD def2/J DEFGRID3
* xyz 0 1
C 0.522 -0.247 2.458
N 1.092 0.206 1.239
C 0.326 0.175 0.229
N -0.964 -0.303 0.095
O -1.104 -0.626 -1.318
C -0.362 0.401 -1.871
O 0.739 0.593 -0.998
H 0.398 -1.382 2.447
H 1.203 -0.095 3.313
H -0.452 0.236 2.704
H -1.039 -1.202 0.608
H -0.051 0.045 -2.878
H -0.952 1.367 -1.895
*
```

The molecule C3H6N2O2, computed with ωB97M-V/def2-TZVPD.

SMILES: [H]/N=C(/NC=O)OC
LUMO: 0.6 eV

Structure (ORCA input):
```
! RIJCOSX wB97M-V def2-TZVPD def2/J DEFGRID3
* xyz 0 1
H -0.428 -1.420 -2.102
N -0.852 -1.406 -1.174
C -0.220 -0.615 -0.417
N -0.627 -0.324 0.881
C -1.910 -0.303 1.390
O -2.151 0.242 2.443
O 0.929 0.021 -0.796
C 1.540 1.066 -0.046
H 0.021 0.181 1.465
H -2.661 -0.813 0.772
H 1.253 1.088 1.008
H 1.288 2.046 -0.463
H 2.617 0.903 -0.073
*
```

The molecule C3H6N2O2, computed with ωB97M-V/def2-TZVPD.

SMILES: [H]/N=C/O/C=C(\N)O
LUMO: 0.8 eV

Structure (ORCA input):
```
! RIJCOSX wB97M-V def2-TZVPD def2/J DEFGRID3
* xyz 0 1
H -0.791 -1.108 -2.741
N -0.708 -0.777 -1.783
C -0.039 -1.606 -1.101
O 0.261 -1.453 0.203
C -0.357 -0.431 0.934
C 0.020 0.853 0.848
N 0.851 1.407 -0.094
O -0.440 1.802 1.709
H 0.419 -2.537 -1.454
H -1.154 -0.768 1.587
H 1.492 2.105 0.254
H 1.234 0.766 -0.771
H -0.852 1.353 2.458
*
```

The molecule C3H6N2O2, computed with ωB97M-V/def2-TZVPD.

SMILES: [H]/N=C/OCC(N)=O
LUMO: 0.8 eV

Structure (ORCA input):
```
! RIJCOSX wB97M-V def2-TZVPD def2/J DEFGRID3
* xyz 0 1
H 3.307 0.455 -1.229
N 2.373 0.152 -0.971
C 2.022 0.699 0.114
O 0.832 0.501 0.696
C -0.075 -0.344 0.014
C -1.471 0.243 0.162
N -2.446 -0.703 0.255
O -1.692 1.435 0.125
H 2.609 1.385 0.730
H 0.178 -0.394 -1.050
H -0.004 -1.356 0.429
H -3.402 -0.396 0.337
H -2.233 -1.678 0.387
*
```

The molecule C3H6N2O2 at a distorted geometry, computed with ωB97M-V/def2-TZVPD.

SMILES: [H]/N=C/N(O)C(C)=O
LUMO: 0.8 eV

Structure (ORCA input):
```
! RIJCOSX wB97M-V def2-TZVPD def2/J DEFGRID3
* xyz 0 1
H -3.144 -0.603 0.640
N -2.217 -0.800 0.284
C -1.567 0.227 -0.093
N -0.349 0.020 -0.660
O -0.024 -1.311 -0.888
C 0.667 0.867 0.117
C 1.976 0.152 0.219
O 0.455 2.026 0.340
H -1.839 1.285 -0.006
H -0.830 -1.780 -0.604
H 2.263 -0.253 -0.757
H 1.868 -0.703 0.884
H 2.740 0.874 0.525
*
```

A cluster of 2 separate species, C3H6N2O2 in total at a distorted geometry, computed with ωB97M-V/def2-TZVPD.

SMILES: CC(=O)O.N=C=N
LUMO: 0.7 eV

Structure (ORCA input):
```
! RIJCOSX wB97M-V def2-TZVPD def2/J DEFGRID3
* xyz 0 1
C 1.171 0.595 -0.983
C 1.222 -0.168 0.317
O 1.517 0.309 1.375
O 0.901 -1.470 0.221
H 0.149 0.591 -1.360
H 1.488 1.620 -0.819
H 1.823 0.126 -1.718
H 0.599 -1.707 -0.666
N -1.520 1.006 1.376
C -1.781 0.057 0.689
N -2.049 -0.673 -0.238
H -0.782 1.115 2.043
H -2.736 -1.401 -0.237
*
```

The molecule C3H6N2O2 at a distorted geometry, computed with ωB97M-V/def2-TZVPD.

SMILES: COC(=O)/N=C/N
LUMO: 0.5 eV

Structure (ORCA input):
```
! RIJCOSX wB97M-V def2-TZVPD def2/J DEFGRID3
* xyz 0 1
C 1.799 0.241 -0.537
O 0.687 0.565 0.285
C -0.543 1.373 -0.380
O -0.569 2.562 -0.327
N -1.333 0.385 -0.721
C -0.977 -0.706 -0.010
N -1.554 -1.046 1.157
H 2.109 1.103 -1.133
H 1.562 -0.597 -1.205
H 2.633 -0.069 0.099
H -0.600 -1.565 -0.574
H -1.360 -1.945 1.572
H -1.853 -0.302 1.774
*
```

A cluster of 2 separate species, C3H6N2O2 in total, computed with ωB97M-V/def2-TZVPD.

LUMO: 0.4 eV

Structure (ORCA input):
```
! RIJCOSX wB97M-V def2-TZVPD def2/J DEFGRID3
* xyz 0 1
N 0.155 1.480 -1.256
C 0.054 1.182 0.022
O 0.357 1.890 1.054
C -0.703 0.738 1.139
O -1.177 -1.685 0.611
C -0.082 -1.934 0.064
N 0.666 -1.047 -0.584
H 0.831 2.193 -1.503
H 0.125 0.627 -1.814
H -1.712 1.114 1.278
H -0.363 -0.100 1.724
H 0.312 -2.975 0.144
H 1.537 -1.484 -0.879
*
```

The molecule C3H6N2O2, computed with ωB97M-V/def2-TZVPD.

SMILES: [H]/N=C(/NC=O)OC
LUMO: 0.7 eV

Structure (ORCA input):
```
! RIJCOSX wB97M-V def2-TZVPD def2/J DEFGRID3
* xyz 0 1
H 1.079 0.265 -2.083
N 1.320 -0.025 -1.139
C 0.391 0.182 -0.306
N 0.617 -0.008 1.064
C 1.818 -0.196 1.744
O 1.824 -0.310 2.949
O -0.845 0.716 -0.534
C -1.966 -0.013 -1.045
H -0.157 0.132 1.699
H 2.748 -0.220 1.154
H -2.692 -0.189 -0.245
H -1.671 -0.973 -1.488
H -2.466 0.641 -1.769
*
```

The molecule C3H6N2O2 at a distorted geometry, computed with ωB97M-V/def2-TZVPD.

SMILES: C=NONC(C)=O
LUMO: 1.0 eV

Structure (ORCA input):
```
! RIJCOSX wB97M-V def2-TZVPD def2/J DEFGRID3
* xyz 0 1
C 3.031 -0.239 0.330
N 1.847 0.167 0.380
O 1.141 0.121 -0.828
N -0.186 0.445 -0.636
C -1.070 -0.474 -0.131
C -2.429 0.138 0.126
O -0.786 -1.627 0.052
H 3.591 -0.197 1.248
H 3.511 -0.617 -0.566
H -0.373 1.438 -0.578
H -2.711 0.819 -0.672
H -2.403 0.684 1.067
H -3.163 -0.658 0.207
*
```